A cluster of 3 separate species, C3H12N2O in total at a distorted geometry. Source: OMol25; level of theory: ωB97M-V with the def2-TZVPD basis set.

Calculated values
Calculated total energy: -8325.284 eV
HOMO energy: -7.57 eV
Orbital gap: 3.1 eV

```
18
C3H12N2O (ωB97M-V with the def2-TZVPD basis set)
C 0.9509 -0.8945 -1.0091
C 0.8881 0.1116 0.1462
N 1.8883 -0.1400 1.1264
C -3.6929 0.6042 0.2879
N -2.3450 0.2510 -0.0375
H 1.9869 -0.9285 -1.3558
H 0.7367 -1.8901 -0.5944
H 0.3636 -0.6612 -1.8839
H -0.1066 0.0076 0.6380
H 0.9201 1.1257 -0.2875
H 1.7032 0.4138 1.9582
H -3.8376 1.6918 0.2861
H -4.0176 0.2287 1.2798
H -4.4845 0.1461 -0.3333
H -2.4051 -0.7598 -0.2135
H 4.7416 0.4085 -0.2746
H 2.9044 0.0848 0.7122
O 3.8054 0.2003 -0.4452
```